Run one
Computed, not measured: C27H46GeN5O4SSi3Ti as an isolated structure, with wB97M-V/def2-TZVPD.

2S+1 = 4
highest occupied orbital energy (alpha / beta) = -5.43 / -8.05 eV
molar mass = 741.50 g mol⁻¹
E_LUMO (alpha / beta) = 0.412 / -1.683 eV

Positions of all 88 atoms, in Å:
Ti -0.9946 -0.7450 -0.4789
C 1.5410 3.1277 -7.1789
C 0.9801 2.1614 -6.1770
C 0.1668 1.1033 -6.5744
C -0.3247 0.1965 -5.6503
C -0.0050 0.3495 -4.3128
C 0.7936 1.4014 -3.8967
C 1.2777 2.3053 -4.8243
S -0.5387 -0.8573 -3.1090
O -1.8454 -0.4506 -2.5950
O -0.5055 -2.1477 -3.7364
N 0.4945 -0.7050 -1.8711
C 0.9742 -1.9376 -1.4560
C 1.8138 -2.7483 -2.2046
C 2.1433 -3.9996 -1.7064
C 1.6199 -4.3827 -0.4718
C 0.8144 -3.5121 0.2200
N 0.4829 -2.2915 -0.2452
H 1.6412 2.6622 -8.1571
H 2.5162 3.4871 -6.8547
H 0.8817 3.9905 -7.2816
H -0.0738 0.9796 -7.6218
H -0.9434 -0.6359 -5.9524
H 1.0387 1.4825 -2.8486
H 1.9020 3.1249 -4.4945
H 2.1624 -2.4023 -3.1653
H 2.7813 -4.6654 -2.2673
H 1.8512 -5.3531 -0.0593
H 0.4027 -3.7695 1.1848
C -4.3495 -2.5700 0.1863
C -2.9851 -1.9432 0.0259
O -2.1166 -2.4542 -0.7186
O -2.6959 -0.8777 0.6542
H -4.5879 -3.1420 -0.7066
H -5.0931 -1.7927 0.3516
H -4.3490 -3.2360 1.0495
C -0.2866 3.2474 2.4006
Si -1.1987 1.6227 2.8388
C -3.0478 1.7536 2.4099
C -1.1284 1.6375 4.7592
Ge -0.0336 -0.3418 1.8373
Si -0.3077 -2.1653 3.4823
C 1.1898 -3.3501 3.7190
C -1.8430 -3.1596 2.9333
C -0.6660 -1.6001 5.2778
Si 2.3989 0.0762 1.6666
C 3.4409 -1.4432 1.1601
C 2.9498 0.6104 3.4253
C 3.0140 1.4657 0.4973
H -0.8274 4.1021 2.8060
H -0.1852 3.3998 1.3295
H 0.7118 3.2496 2.8376
H -3.5556 2.4434 3.0840
H -3.5310 0.7816 2.4845
H -3.1896 2.1096 1.3930
H -1.2239 2.6592 5.1204
H -0.1881 1.2456 5.1369
H -1.9387 1.0664 5.2030
H 1.1123 -4.2539 3.1178
H 1.2483 -3.6703 4.7580
H 2.1315 -2.8625 3.4726
H -1.7326 -3.5156 1.9086
H -2.7127 -2.5032 2.9523
H -2.0478 -4.0160 3.5739
H 0.1377 -0.9751 5.6612
H -0.7537 -2.4637 5.9351
H -1.5902 -1.0353 5.3448
H 3.3322 -2.2694 1.8587
H 4.4986 -1.1865 1.1141
H 3.1437 -1.8058 0.1775
H 2.7386 -0.1725 4.1515
H 2.4175 1.5052 3.7431
H 4.0165 0.8236 3.4612
H 2.8206 1.2117 -0.5459
H 4.0911 1.5848 0.6102
H 2.5515 2.4270 0.7195
N 0.4912 4.3134 -1.3920
C -0.4944 3.3540 -1.3243
C -0.2448 2.1114 -0.7588
N -1.2296 1.1859 -0.5764
C -2.4758 1.5894 -0.9755
C -2.6755 2.8006 -1.5765
N -1.7061 3.7133 -1.7680
H 1.4493 4.0097 -1.4084
H 0.2662 5.1137 -1.9585
H 0.7406 1.8211 -0.4250
H -3.2918 0.9040 -0.7893
H -3.6580 3.0974 -1.9192

Run two
Computed, not measured: C27H46GeN5O4SSi3Ti as an isolated structure, with wB97M-V/def2-TZVPD.

2S+1 = 4
highest occupied orbital energy (alpha / beta) = -6.90 / -7.18 eV
molar mass = 741.50 g mol⁻¹
E_LUMO (alpha / beta) = 0.094 / -1.154 eV

Positions of all 88 atoms, in Å:
Ti 0.9067 -0.2306 -0.0648
C 6.5950 4.2139 -2.8145
C 5.8630 3.0620 -2.1923
C 5.0975 2.2048 -2.9715
C 4.4375 1.1227 -2.4055
C 4.5537 0.9059 -1.0412
C 5.3127 1.7443 -0.2393
C 5.9562 2.8187 -0.8231
S 3.7800 -0.5106 -0.3686
O 4.7480 -1.5227 -0.0474
O 2.7193 -0.8970 -1.3258
N 2.9702 0.1138 0.8709
C 2.2578 -0.7014 1.7021
C 2.5559 -2.1560 1.9909
C 1.9656 -2.5196 3.3167
C 0.8835 -1.8373 3.7901
C 0.4189 -0.7088 3.1167
N 1.1292 -0.1290 2.1021
H 6.0738 4.5812 -3.6968
H 7.5968 3.9141 -3.1261
H 6.7028 5.0390 -2.1123
H 5.0052 2.3887 -4.0339
H 3.8298 0.4629 -3.0060
H 5.3752 1.5756 0.8246
H 6.5354 3.4897 -0.2030
H 3.6387 -2.3159 1.9702
H 2.3833 -3.3527 3.8612
H 0.3851 -2.1449 4.6998
H -0.4688 -0.1859 3.4023
C 1.0747 2.3483 -2.9540
C 0.8411 1.4115 -1.8102
O 1.0956 1.7541 -0.6140
O 0.3829 0.2401 -2.0146
H 1.9007 3.0168 -2.7250
H 0.1728 2.9489 -3.0885
H 1.2568 1.7949 -3.8706
C -3.3669 -0.1676 3.5203
Si -3.0879 -1.0710 1.8773
C -2.3941 -2.7782 2.3007
C -4.8416 -1.4244 1.2958
Ge -1.7202 0.1065 0.2740
Si -2.9686 -0.1162 -1.7603
C -2.4618 1.0368 -3.1607
C -4.8169 0.1909 -1.5598
C -2.8060 -1.8627 -2.4685
Si -2.1087 2.3708 0.9347
C -1.6967 3.6522 -0.3773
C -3.9084 2.6896 1.3899
C -1.0500 2.7702 2.4352
H -3.6265 -0.9022 4.2863
H -4.2156 0.5125 3.4235
H -2.5457 0.4202 3.8962
H -2.8633 -3.1395 3.2177
H -1.3153 -2.7893 2.4519
H -2.6357 -3.4906 1.5112
H -5.3912 -1.9052 2.1071
H -4.8594 -2.0920 0.4370
H -5.3720 -0.5137 1.0224
H -2.3840 2.0773 -2.8508
H -3.2361 0.9796 -3.9300
H -1.5160 0.7409 -3.6009
H -5.0184 1.0957 -0.9939
H -5.3281 -0.6256 -1.0580
H -5.2634 0.3103 -2.5477
H -1.7680 -2.1272 -2.6707
H -3.3469 -1.9178 -3.4162
H -3.2414 -2.6072 -1.7983
H -2.2076 3.4628 -1.3217
H -0.6286 3.7176 -0.5640
H -2.0396 4.6240 -0.0092
H -4.5428 2.6226 0.5097
H -4.0193 3.6952 1.7979
H -4.2922 1.9836 2.1272
H -0.0097 2.4782 2.2727
H -1.4110 2.2583 3.3249
H -1.0792 3.8429 2.6371
N -0.9315 -5.3788 -0.8551
C -0.0796 -4.5637 -0.1772
C -0.1199 -3.1681 -0.3082
N 0.7875 -2.3782 0.2086
C 1.9632 -3.0167 0.8056
C 1.6961 -4.4340 1.2126
N 0.7763 -5.1740 0.7136
H -1.7239 -4.9789 -1.3264
H -1.0416 -6.3130 -0.5002
H -0.9680 -2.7033 -0.8059
H 2.7421 -3.0557 0.0203
H 2.3511 -4.8835 1.9509

run two (0.0024 hartree below the next structure)

Run one
Computed, not measured: one molecule with the formula C2HNO, with wB97M-V/def2-TZVPD.

highest occupied orbital energy = -11.67 eV
molar mass = 55.04 g mol⁻¹
SMILES = N#CC=O
E_LUMO = -0.830 eV

Positions of all 5 atoms, in Å:
C 0.5928 0.0570 -0.0483
C -0.8209 -0.1456 -0.0928
N -1.9353 -0.1954 0.1385
O 1.0254 0.5321 0.9628
H 1.1380 -0.2480 -0.9602

Run two
Computed, not measured: a 2-piece molecular cluster, C2HNO overall, with wB97M-V/def2-TZVPD.

highest occupied orbital energy = -12.61 eV
molar mass = 55.04 g mol⁻¹
E_LUMO = 0.984 eV

Positions of all 5 atoms, in Å:
C -1.2241 0.2001 0.9941
C 1.6643 -0.7536 -1.6895
N -0.3058 0.1468 0.2835
O 1.8854 0.3037 -1.2473
H -2.0198 0.1031 1.6592

run two (0.0044 hartree below the next structure)

Run one
Computed, not measured: a 2-piece molecular cluster, C7H13ClNO2 overall, with wB97M-V/def2-TZVPD.

highest occupied orbital energy = -3.26 eV
molar mass = 178.64 g mol⁻¹
E_LUMO = 3.296 eV
net charge = -1

Positions of all 24 atoms, in Å:
C -1.3380 -0.5946 -0.7034
C -0.2227 0.1171 2.1607
C 2.8063 0.5108 -1.1635
C 0.7952 0.3981 1.0584
C 1.3963 -0.0506 -1.3750
C -2.4952 0.4215 -0.6097
C 0.7008 -0.5466 -0.1227
N -3.3484 0.1111 0.3132
O -4.4358 0.7852 0.5019
O -1.7053 -1.7672 -0.0799
Cl 1.1395 -2.1851 0.2916
H -1.0566 -0.7838 -1.7418
H -1.2304 0.3138 1.8034
H -0.1657 -0.9214 2.4805
H -0.0296 0.7578 3.0229
H 3.2379 0.8023 -2.1206
H 3.4539 -0.2302 -0.7007
H 2.7729 1.3914 -0.5262
H 1.8049 0.3768 1.4961
H 0.6185 1.4064 0.6703
H 1.4425 -0.8632 -2.1041
H 0.7773 0.7444 -1.8018
H -2.4817 1.2911 -1.2656
H -2.4366 -1.4852 0.5161

Run two
Computed, not measured: an isolated ion of composition C7H13ClNO2 and charge -1, with wB97M-V/def2-TZVPD.

highest occupied orbital energy = -1.97 eV
molar mass = 178.64 g mol⁻¹
E_LUMO = 3.512 eV
net charge = -1

Positions of all 24 atoms, in Å:
C -1.1240 0.1816 0.6600
C -2.9349 -1.2311 0.4258
C 0.1199 0.7567 0.0418
C 1.2608 -1.2242 0.0484
C -0.3610 1.0015 -1.4778
C 0.4216 2.0730 0.6996
C 2.4945 -2.1373 -0.0115
N 1.4422 0.0544 0.1534
O 2.4929 0.7339 0.4038
O -1.6399 -0.9114 -0.0275
Cl -4.1212 0.1430 -0.0173
H -1.0341 -0.1357 1.6891
H -1.7645 0.9497 0.5869
H -3.2188 -2.0888 -0.2294
H 0.1624 -1.6193 0.0807
H -1.0095 1.8731 -1.5013
H -1.0307 0.0721 -1.7807
H 0.4812 1.1677 -2.1281
H 0.7269 1.8269 1.6652
H -0.4919 2.7228 0.6860
H 1.1972 2.4837 0.1443
H 2.9519 -1.7645 -0.8771
H 1.9852 -3.0767 -0.0970
H 2.9938 -1.8512 0.8631

run one (0.0744 hartree below the next structure)

Run one
Computed, not measured: an isolated ion of composition C2H4O2P and charge +1, with wB97M-V/def2-TZVPD.

highest occupied orbital energy = -16.92 eV
molar mass = 91.03 g mol⁻¹
E_LUMO = -7.215 eV
net charge = +1

Positions of all 9 atoms, in Å:
C -0.6084 0.2922 0.0471
C 0.4939 -0.5571 0.3626
O -1.8911 -1.2638 1.2457
O 0.5339 -1.1642 1.5554
P -0.9021 -1.8354 2.1385
H -0.6541 1.0509 0.7447
H -1.2375 0.4823 -0.8642
H 0.6751 -1.2620 -0.5256
H 1.3444 0.2450 0.1692

Run two
Computed, not measured: an isolated ion of composition C2H4O2P and charge +1, with wB97M-V/def2-TZVPD.

highest occupied orbital energy = -16.39 eV
molar mass = 91.03 g mol⁻¹
E_LUMO = -6.647 eV
net charge = +1

Positions of all 9 atoms, in Å:
C 0.4550 0.3946 0.5548
C 0.2277 -0.2196 -0.7163
O -0.8338 0.1846 1.2620
O -0.9996 -0.8628 -0.7370
P -1.9280 -0.5535 0.4994
H 1.2018 -0.2672 1.0388
H 0.7229 1.5200 0.6380
H 0.1547 0.7169 -1.4103
H 0.9994 -0.9129 -1.1295

run two (0.0574 hartree below the next structure)

Run one
Computed, not measured: a 3-piece molecular cluster, C3H14NO2S2 overall, with wB97M-V/def2-TZVPD.

highest occupied orbital energy = -12.23 eV
molar mass = 160.28 g mol⁻¹
E_LUMO = -3.089 eV
net charge = +1

Positions of all 22 atoms, in Å:
N -0.6293 -0.0967 1.6805
C -0.8456 1.2601 0.9980
C 0.3765 1.7727 0.1999
S 1.3180 0.3411 -0.5051
S -0.0560 -0.8540 -1.5288
C -1.1038 0.2736 -2.5661
H -0.0348 0.1288 2.5110
H 0.0817 -0.6493 1.1904
H -1.4662 -0.4542 2.1618
H -1.0776 1.9810 1.7499
H -1.7344 1.1029 0.4095
H -0.0632 2.4230 -0.5722
H 1.0736 2.2782 0.8923
H -0.4182 1.1367 -2.6697
H -2.0718 0.3059 -2.1017
H -1.1885 -0.0674 -3.6005
H -3.0484 -1.9413 3.9769
H -1.6504 -2.4465 3.6483
O -2.3008 -1.7871 3.3838
H 4.1962 -1.7948 -3.0657
H 5.6730 -1.6424 -3.3630
O 4.9698 -1.2701 -2.8296

Run two
Computed, not measured: a 3-piece molecular cluster, C3H14NO2S2 overall, with wB97M-V/def2-TZVPD.

highest occupied orbital energy = -12.77 eV
molar mass = 160.28 g mol⁻¹
E_LUMO = -2.957 eV
net charge = +1

Positions of all 22 atoms, in Å:
N -0.4401 -1.2442 -0.5178
C 0.7584 -0.5857 0.1638
C 1.7323 -1.5752 0.7259
C 0.4631 0.5460 1.1759
S -0.4840 1.8204 0.2110
S -2.0807 2.5708 1.1761
H -0.0883 -2.1285 -0.8929
H -1.1791 -1.4637 0.1508
H -0.7739 -0.5461 -1.1841
H 1.2140 0.0513 -0.6136
H 2.3155 -2.1607 0.0177
H 2.5425 -0.9378 1.1219
H 1.3380 -2.2008 1.5277
H 0.1393 0.0765 2.1267
H 1.4079 1.0074 1.4888
H -1.6688 3.7666 1.6117
H 2.7475 0.5077 -3.2875
H 3.2858 -0.9936 -3.5155
O 2.5134 -0.3931 -3.4613
H -1.1816 -5.1501 -0.5685
H -0.3862 -4.8958 0.7079
O -0.5460 -4.5572 -0.1661

run two (0.0059 hartree below the next structure)

Run one
Computed, not measured: a 2-piece molecular cluster, C10H15NO2 overall, with wB97M-V/def2-TZVPD.

highest occupied orbital energy = -8.31 eV
molar mass = 181.24 g mol⁻¹
SMILES = Cc1ccc(O)cc1.CCC(N)=O
E_LUMO = 0.642 eV

Positions of all 28 atoms, in Å:
C 0.7479 -0.0400 3.0310
C 0.1080 1.3531 3.3288
C 1.7975 0.0940 1.9220
O 2.5199 -0.7948 1.5106
N 2.1214 1.3405 1.3470
H 1.1879 -0.4300 3.9662
H -0.0586 -0.7875 2.9256
H -0.7294 1.1036 4.0394
H 2.7467 1.6076 0.6067
H 1.5779 2.2113 1.3984
H -0.3417 1.8251 2.4549
H 0.8637 1.8953 3.8747
C 0.6847 0.9981 -3.0812
C -0.8824 0.4243 -1.2299
C -0.1185 -0.0174 -2.3039
C -1.8387 -0.4770 -0.7569
C -1.8504 -1.8035 -1.0864
C -0.2895 -1.3871 -2.7888
C -1.0093 -2.3375 -2.0786
O -2.6883 -2.6391 -0.3832
H -0.7180 1.4104 -0.8659
H -2.6693 -0.1420 -0.1057
H 0.0927 1.6643 -3.6845
H 1.4593 0.4018 -3.6299
H 0.2743 -1.5562 -3.6955
H -3.5052 -2.1532 -0.1002
H -0.8009 -3.3936 -2.1684
H 1.3182 1.6294 -2.4463

Run two
Computed, not measured: a 2-piece molecular cluster, C10H15NO2 overall, with wB97M-V/def2-TZVPD.

highest occupied orbital energy (alpha / beta) = -7.70 / -7.70 eV
molar mass = 181.24 g mol⁻¹
E_LUMO (alpha / beta) = -0.049 / -0.050 eV

Positions of all 28 atoms, in Å:
C 3.5510 -2.3356 -0.1599
C 1.9799 -0.8861 -0.6893
C 1.7506 1.1926 0.4522
C 0.5499 -1.1848 -0.5307
C 0.3178 1.3031 -0.0192
C -0.1888 -0.0336 0.3841
C 0.2324 1.6007 -1.5136
C -2.3314 -1.4292 -0.0058
C -2.4067 0.5942 1.4819
C -1.7405 -0.0489 0.2575
N 4.5549 -1.7368 -0.0966
O 2.2641 2.1306 1.0327
O 2.4521 0.1040 0.0004
H 0.1246 -1.1153 -1.4939
H 0.5237 -2.1243 -0.0156
H -0.0876 2.1609 0.4725
H 0.0838 -0.2767 1.4237
H 1.1494 1.3765 -2.0366
H 0.0197 2.6559 -1.7338
H -0.4442 0.8983 -1.8972
H -2.3938 -2.0336 0.8749
H -1.6706 -1.8794 -0.7037
H -3.3679 -1.2300 -0.4035
H -2.8811 -0.0777 2.1798
H -3.2081 1.3420 1.1420
H -1.9329 1.4018 2.1465
H -2.0054 0.6231 -0.6150
H 5.1049 -0.9917 0.0661

run one (0.1751 hartree below the next structure)

Run one
Computed, not measured: a 2-piece molecular cluster, C4H12N4 overall, with wB97M-V/def2-TZVPD.

highest occupied orbital energy = -16.81 eV
molar mass = 116.17 g mol⁻¹
E_LUMO = -7.301 eV
net charge = +2

Positions of all 20 atoms, in Å:
C 1.2090 -0.7738 -0.2941
C 2.6060 -0.0963 1.4874
C -2.9668 0.1663 -0.1366
C 2.4384 1.1643 -0.5596
N 2.1291 0.0883 0.3329
N -3.0417 0.9966 0.8560
N 1.6408 -1.6424 -1.1186
N -3.9495 -0.6376 -0.4473
H 3.2060 0.7416 2.0125
H 2.2903 -0.9250 2.1694
H -1.9767 -0.0750 -0.4431
H 1.4694 1.5527 -1.0179
H 3.0422 1.9532 0.1577
H 3.2246 0.7942 -1.2393
H -3.9252 1.3369 1.3229
H -2.2228 1.5165 1.1495
H 0.9180 -2.3762 -1.5392
H 2.6564 -1.7763 -1.2845
H -4.8462 -0.7873 -0.0429
H -3.9013 -1.2205 -1.3651

Run two
Computed, not measured: C4H12N4 as an isolated structure, with wB97M-V/def2-TZVPD.

highest occupied orbital energy = -18.93 eV
molar mass = 116.17 g mol⁻¹
E_LUMO = -9.300 eV
net charge = +2

Positions of all 20 atoms, in Å:
C -1.9979 -1.5927 -1.5946
C -0.1917 -2.8122 -2.7879
C 1.9571 1.1405 1.8653
C 0.9151 1.5853 0.8288
N -0.9963 -2.0016 -2.2397
N -2.0699 -0.3713 -1.0183
N -0.9116 0.4127 -1.0303
N -0.0735 0.4137 0.6430
H -2.9276 -2.1729 -1.8500
H 0.5321 -3.3559 -2.2003
H -0.0396 -2.7003 -3.8846
H 1.4327 0.6692 2.5825
H 2.6284 0.2649 1.5305
H 2.4625 2.0130 2.1227
H 1.3567 1.8805 -0.0619
H 0.4341 2.4592 1.2301
H -3.0617 -0.0058 -0.9123
H -1.1674 1.3506 -1.0736
H -0.8522 0.3310 1.3295
H 0.5138 -0.4070 0.4455

run one (0.1023 hartree below the next structure)